1.
# C16H13F6N5O

The molecule C16H13F6N5O in a non-equilibrium geometry (wB97M-V/def2-TZVPD, OMol25).

Atoms and positions in Å:
C (-1.04255, -1.21441, 0.97998)
N (0.18636, -1.44568, 0.26455)
C (0.72443, -2.66504, -0.21394)
C (0.14687, -3.91240, 0.19357)
C (0.52758, -4.88966, 1.07051)
N (-0.68643, -5.60024, 1.29073)
N (-1.67904, -5.22242, 0.49624)
C (-1.18368, -4.30302, -0.31894)
C (-2.09051, -3.63300, -1.34053)
F (-3.11482, -3.00565, -0.76673)
F (-2.57736, -4.69517, -2.07013)
F (-1.41553, -2.67595, -1.97640)
N (1.98867, -2.43439, -0.49896)
N (2.26661, -1.07035, -0.38650)
C (1.12028, -0.45951, 0.09684)
C (0.96297, 1.00501, 0.52207)
C (2.13599, 1.90031, -0.14190)
C (1.21239, 1.11411, 2.02081)
O (-0.32290, 1.57958, 0.20801)
C (-0.48392, 2.77002, -0.39108)
C (-0.33895, 4.02726, 0.35041)
F (-0.17681, 4.11872, 1.68698)
C (-0.44542, 5.26470, -0.34342)
C (-0.47248, 5.28482, -1.76745)
F (-0.41314, 6.48012, -2.43178)
C (-0.48074, 4.05027, -2.43313)
C (-0.63956, 2.83102, -1.76646)
F (-0.75868, 1.78722, -2.62780)
H (-1.48381, -2.19304, 1.40914)
H (-1.80709, -0.72784, 0.30955)
H (-0.86858, -0.58230, 1.86218)
H (1.48206, -4.93543, 1.62294)
H (-0.92379, -6.12556, 2.13642)
H (2.02604, 1.85317, -1.19226)
H (2.30393, 2.89785, 0.19305)
H (2.99123, 1.25410, 0.05091)
H (1.82443, 0.27411, 2.34115)
H (1.80032, 1.98002, 2.36498)
H (0.21624, 1.08472, 2.57292)
H (-0.19766, 6.16432, 0.12166)
H (-0.31297, 4.06963, -3.49819)

The LUMO energy is 0.54 eV. The spin multiplicity is 1. For the strongest force on any atom, the calculation gives 4.17 eV/A. The HOMO-LUMO gap is 9.792 eV. As for the total energy: -42602.4183 eV.

***

2.
# C16H13FN2OSZr

A structure of composition C16H13FN2OSZr in a non-equilibrium geometry (wB97M-V/def2-TZVPD, OMol25).

Atoms and positions in Å:
C (5.82028, 0.73873, -0.32707)
C (4.42095, 0.72580, -0.61122)
C (3.44928, 0.97007, 0.48087)
C (2.14491, 0.97111, 0.23558)
C (1.66011, 0.75174, -1.11425)
C (0.25547, 0.87730, -1.48332)
C (-0.82284, 0.43610, -0.51992)
C (-1.95539, 1.16520, -0.25177)
C (-3.06019, 0.60462, 0.45545)
C (-3.03646, -0.69037, 0.90819)
C (-4.18175, -1.35696, 1.66963)
C (-5.43702, -0.53224, 1.64122)
O (-5.86476, 0.11562, 2.54991)
F (-6.14690, -0.66013, 0.48418)
C (-1.85998, -1.45977, 0.68119)
N (-1.64426, -2.72940, 1.04755)
S (-0.16084, -3.10570, 0.57014)
N (0.27883, -1.72595, -0.11656)
C (-0.75796, -0.88700, -0.00345)
C (2.61990, 0.52353, -2.20150)
C (3.92114, 0.51372, -1.96724)
H (6.06193, 1.78113, -0.00171)
H (6.47044, 0.43223, -1.13802)
H (6.01864, 0.18132, 0.60629)
H (3.84034, 1.16274, 1.47046)
H (1.43155, 1.18228, 1.01885)
H (0.12976, 0.35490, -2.43516)
H (0.11994, 1.96050, -1.67757)
H (-2.05343, 2.17047, -0.63500)
H (-3.91625, 1.24778, 0.60997)
H (-3.89947, -1.51910, 2.71647)
H (-4.28918, -2.37199, 1.18440)
H (2.24770, 0.38812, -3.20731)
H (4.63016, 0.36441, -2.76986)
Zr (-6.43469, -2.58077, 2.13062)

Its net charge is +4. The LUMO energy is -16.25 eV. The spin multiplicity is 1. For the strongest force on any atom, the calculation gives 1.41 eV/A. The HOMO-LUMO gap is 4.394 eV. As for the total energy: -36611.4277 eV.

***

3.
# C16H13N3O5S

The molecule C16H13N3O5S in a non-equilibrium geometry (wB97M-V/def2-TZVPD, OMol25).

Atoms and positions in Å:
O (-4.23461, 2.52860, 5.70694)
C (-4.29092, 1.49477, 5.08781)
O (-5.31624, 0.63282, 5.20630)
C (-3.28345, 1.01659, 4.13045)
C (-2.17605, 1.73467, 3.90840)
C (-1.08122, 1.41995, 3.01042)
C (-0.01097, 2.31730, 2.92575)
C (1.05967, 2.06336, 2.09017)
C (1.06786, 0.90775, 1.33389)
S (2.45867, 0.59236, 0.25550)
O (3.43645, 1.61799, 0.46873)
O (2.84426, -0.78064, 0.35565)
N (1.77255, 0.91127, -1.24924)
C (1.58836, 0.02240, -2.31141)
C (1.60293, 0.51956, -3.61677)
C (1.39850, -0.30293, -4.71310)
C (1.18464, -1.64380, -4.47488)
N (0.97185, -2.71677, -5.31542)
C (0.85060, -3.88306, -4.58833)
O (0.68507, -4.99813, -5.01988)
N (0.95968, -3.50482, -3.26240)
C (1.17570, -2.14944, -3.16235)
C (1.36125, -1.33091, -2.06794)
C (0.02326, 0.00449, 1.39679)
C (-1.04769, 0.25788, 2.23130)
H (-5.96298, 0.96993, 5.84545)
H (-3.51052, 0.07903, 3.64974)
H (-2.07976, 2.66183, 4.46120)
H (-0.02534, 3.21444, 3.52565)
H (1.89894, 2.73565, 2.01803)
H (2.00435, 1.85116, -1.53259)
H (1.77805, 1.57128, -3.77350)
H (1.41572, 0.09468, -5.71479)
H (0.95347, -2.69041, -6.32045)
H (0.93537, -4.15863, -2.49924)
H (1.38674, -1.72142, -1.06689)
H (0.06676, -0.89103, 0.79861)
H (-1.86097, -0.44779, 2.28240)

The LUMO energy is -0.75 eV. The spin multiplicity is 1. For the strongest force on any atom, the calculation gives 1.13 eV/A. The HOMO-LUMO gap is 7.229 eV. As for the total energy: -42346.9401 eV.

***

4.
# C16H14BCl5MgN6

A structure of composition C16H14BCl5MgN6 in a non-equilibrium geometry (wB97M-V/def2-TZVPD, OMol25).

Atoms and positions in Å:
C (-0.76631, 1.41884, 2.08456)
N (-0.76819, 0.80651, 0.87923)
N (-1.96914, 0.11383, 0.80269)
C (-2.71903, 0.36554, 1.89891)
C (-1.98132, 1.17467, 2.75010)
B (-2.43974, -0.76209, -0.39908)
N (-2.05273, -0.03011, -1.72747)
N (-0.99484, 0.87521, -1.86523)
C (-1.08509, 1.38645, -3.11716)
C (-2.21766, 0.86163, -3.76482)
C (-2.80985, -0.00782, -2.84951)
Mg (0.75847, 1.55527, -0.73453)
N (-1.99727, -2.26763, -0.21727)
N (-0.68164, -2.63519, -0.31543)
C (-0.60064, -3.94818, -0.08546)
C (-1.89975, -4.46590, 0.17713)
C (-2.75283, -3.36188, 0.07857)
H (0.34332, -4.48240, -0.12357)
H (-3.82063, -3.28660, 0.18392)
H (-2.14702, -5.48085, 0.39834)
H (-3.65118, -0.80941, -0.36410)
H (-3.72536, -0.58517, -2.89767)
H (-3.72740, -0.02270, 1.98107)
H (-2.55137, 1.09275, -4.75504)
H (-2.27359, 1.54324, 3.71358)
H (-0.36298, 2.10222, -3.50106)
H (0.06632, 2.02506, 2.42290)
H (1.15366, -0.41900, -1.24029)
C (1.78863, 0.10778, -1.97555)
H (1.35595, -0.11926, -2.95650)
H (1.93403, 1.21929, -1.87232)
H (2.78288, -0.33786, -1.89685)
Cl (1.61573, 3.79369, 0.46722)
C (2.68508, 2.51102, 1.07497)
C (2.42996, 1.23673, 0.64509)
C (3.10423, 0.14836, 1.13818)
Cl (2.66085, -1.47851, 0.72430)
C (4.16551, 0.35991, 2.06624)
Cl (5.02032, -0.98172, 2.68622)
C (4.50220, 1.68332, 2.45953)
Cl (5.82202, 1.94130, 3.51312)
C (3.73562, 2.78387, 1.99119)
Cl (4.07078, 4.37578, 2.52186)

Its net charge is +2. The LUMO energy (spin up / spin down) is -10.11 / -9.81 eV. The spin multiplicity is 1. For the strongest force on any atom, the calculation gives 4.25 eV/A. The HOMO-LUMO gap (spin up / spin down) is 4.374 / 4.668 eV. As for the total energy: -94475.6259 eV.

***

5.
# C16H14BCl5N6Ni

A structure of composition C16H14BCl5N6Ni in a non-equilibrium geometry (wB97M-V/def2-TZVPD, OMol25).

Atoms and positions in Å:
H (-1.52431, -2.88740, -0.35198)
N (-1.57976, -0.82975, 0.29967)
B (-2.33912, 1.62917, 0.62892)
N (-2.57213, 0.14282, 0.24164)
C (-3.71469, -0.42575, -0.18774)
Ni (0.17183, -0.39262, 0.58395)
H (-4.61356, 0.15492, -0.22153)
C (-3.46255, -1.77832, -0.46088)
H (-4.14909, -2.49850, -0.84414)
C (-2.11413, -1.99983, -0.17672)
H (-3.38293, 2.18303, 0.81221)
C (4.17727, 0.14136, 0.02685)
H (5.06697, -0.47515, -0.01093)
H (3.91953, 0.35597, 1.05799)
H (4.40171, 1.04994, -0.52123)
N (-1.50921, 2.30222, -0.47558)
N (-1.45652, 1.61214, 1.90008)
N (-0.25920, 1.82887, -0.84335)
N (-0.33200, 0.79944, 2.07911)
C (-1.85219, 3.38658, -1.20180)
C (-1.68302, 2.33067, 3.01594)
H (-2.80054, 3.88476, -1.01981)
H (-2.52348, 3.01382, 3.04664)
C (-0.82543, 3.64345, -2.08463)
C (-0.72384, 1.99846, 3.95170)
C (0.14983, 2.65247, -1.82828)
C (0.10336, 1.03564, 3.35751)
H (-0.78591, 4.41978, -2.83152)
H (-0.66241, 2.42851, 4.94434)
H (1.08680, 2.56212, -2.34723)
H (0.93999, 0.54279, 3.82244)
H (3.32639, -0.37766, -0.40017)
Cl (2.39211, -2.11813, 1.90027)
C (2.05683, -2.46178, 0.21306)
C (1.07867, -1.70476, -0.44556)
C (0.85043, -1.99287, -1.79930)
Cl (-0.27086, -1.05638, -2.72685)
C (1.52341, -3.05863, -2.46554)
Cl (1.08136, -3.48719, -4.06162)
C (2.52366, -3.79575, -1.80515)
Cl (3.37906, -5.02588, -2.63344)
C (2.80271, -3.46900, -0.45749)
Cl (4.10498, -4.26356, 0.32015)

The LUMO energy (spin up / spin down) is 0.55 / -0.58 eV. The spin multiplicity is 3. For the strongest force on any atom, the calculation gives 3.87 eV/A. The HOMO-LUMO gap (spin up / spin down) is 9.367 / 8.227 eV. As for the total energy: -130092.6477 eV.

***

6.
# C16H14BF5N6OZr

A structure of composition C16H14BF5N6OZr in a non-equilibrium geometry (wB97M-V/def2-TZVPD, OMol25).

Atoms and positions in Å:
H (-2.99135, -1.80989, 2.11572)
N (-2.30565, -1.20381, 0.16797)
B (-1.76025, -1.10928, -2.33555)
N (-2.29709, -1.80366, -1.05517)
C (-3.03950, -2.92382, -0.99423)
Zr (-2.69491, 0.67932, 0.92862)
H (-3.21323, -3.51739, -1.87992)
C (-3.47875, -3.09689, 0.31433)
H (-4.10164, -3.89036, 0.69404)
C (-2.99569, -2.02437, 1.05142)
H (-2.49426, -1.45781, -3.23293)
C (3.69723, 1.38081, -0.14588)
H (3.50576, 2.18086, 0.57365)
H (2.84622, 0.69564, -0.16207)
H (3.82566, 1.81561, -1.13946)
N (-0.30867, -1.54202, -2.76939)
N (-1.95176, 0.42712, -2.18720)
N (0.82687, -1.33051, -2.02076)
N (-1.97969, 1.07972, -0.98686)
C (0.01357, -2.18695, -3.92379)
C (-2.36098, 1.27393, -3.14844)
H (-0.75214, -2.43480, -4.64398)
H (-2.47743, 0.93014, -4.16719)
C (1.39085, -2.40488, -3.93331)
C (-2.57326, 2.52555, -2.57945)
C (1.85657, -1.84993, -2.71564)
C (-2.30629, 2.40624, -1.22159)
H (1.97072, -2.88947, -4.69575)
H (-2.89721, 3.42056, -3.08324)
H (2.88296, -1.83464, -2.36447)
H (-2.25580, 3.13209, -0.41704)
H (4.55664, 0.86813, 0.12496)
F (2.02148, 2.07930, 6.30727)
C (1.33598, 1.78860, 5.18470)
C (0.98940, 0.46124, 4.90330)
F (1.40829, -0.54222, 5.70394)
C (0.19419, 0.17905, 3.81454)
F (-0.20278, -1.09977, 3.56794)
C (-0.30302, 1.22211, 3.01633)
O (-1.27724, 1.00351, 2.15998)
C (0.19047, 2.52402, 3.20931)
F (-0.21152, 3.51410, 2.36571)
C (0.97870, 2.81374, 4.30087)
F (1.36838, 4.08768, 4.52552)

Its net charge is +2. The LUMO energy is -9.78 eV. The spin multiplicity is 1. For the strongest force on any atom, the calculation gives 3.76 eV/A. The HOMO-LUMO gap is 3.827 eV. As for the total energy: -43333.3837 eV.